{"formula": "C17H30NO2", "method": "ωB97M-V/def2-TZVPD", "symbols": ["O", "O", "N", "C", "C", "C", "C", "C", "C", "C", "C", "C", "C", "C", "C", "C", "C", "C", "C", "C", "H", "H", "H", "H", "H", "H", "H", "H", "H", "H", "H", "H", "H", "H", "H", "H", "H", "H", "H", "H", "H", "H", "H", "H", "H", "H", "H", "H", "H", "H"], "coordinates": [[0.934, 1.432, -3.573], [0.647, 1.482, 3.512], [0.358, -2.901, 3.287], [-2.639, -3.061, 0.474], [-2.145, -1.083, -1.303], [-1.716, -1.023, 1.991], [1.499, 2.342, -2.995], [-2.387, 0.471, -3.450], [-1.925, -2.643, -0.939], [-1.767, -0.885, -2.851], [2.441, 0.456, 1.976], [2.804, 2.897, -3.498], [-1.612, -2.555, 1.616], [0.324, -1.510, 3.676], [-0.702, -0.514, 3.050], [3.401, 0.837, 0.714], [1.252, 1.514, 2.186], [0.918, 2.958, -1.749], [-0.556, -3.445, 2.297], [-0.753, 1.059, 3.414], [2.689, 3.956, -3.742], [1.066, -1.088, 4.428], [-3.524, 0.409, -3.646], [-0.632, -0.904, -3.043], [0.492, 1.351, 1.340], [-0.463, -4.549, 2.000], [-1.847, 0.825, -4.409], [-2.207, -1.795, -3.416], [-1.278, 1.664, 2.578], [4.213, 0.020, 0.624], [-0.790, -2.746, -0.726], [3.102, 2.360, -4.401], [0.719, 4.018, -1.916], [-3.617, -2.462, 0.518], [-3.228, -0.752, -1.151], [2.732, 0.685, -0.218], [-2.838, -4.186, 0.534], [-1.477, -0.376, -0.684], [-2.235, 1.306, -2.676], [-2.241, -3.327, -1.797], [1.610, 2.829, -0.913], [-1.342, 1.266, 4.370], [-2.502, -0.339, 1.497], [3.580, 2.767, -2.740], [-0.023, 2.459, -1.504], [3.038, 0.379, 2.960], [1.998, -0.578, 1.702], [3.838, 1.887, 0.788], [1.086, -3.483, 3.733], [1.706, 2.574, 2.075]], "charge": 1, "total_energy_ha": -870.5522, "homo_lumo_gap_ev": 7.0, "multiplicity": 1, "e_lumo_ev": -4.72}

---

{"formula": "C11H21BF3INO3", "method": "ωB97M-V/def2-TZVPD", "symbols": ["I", "F", "F", "F", "O", "O", "O", "N", "C", "C", "C", "C", "C", "C", "C", "C", "C", "C", "C", "B", "H", "H", "H", "H", "H", "H", "H", "H", "H", "H", "H", "H", "H", "H", "H", "H", "H", "H", "H", "H", "H"], "coordinates": [[-3.146, 0.111, -4.613], [0.513, -3.816, 2.559], [-2.815, -2.518, 3.076], [-1.207, -4.291, 0.724], [-0.031, 2.521, 3.334], [-0.447, 2.428, 2.103], [0.958, -1.350, -2.279], [3.388, -0.002, 0.388], [-1.135, -0.708, 1.954], [-1.449, 1.388, -0.502], [-0.775, -3.448, 1.868], [-1.579, -2.258, 2.286], [1.853, -0.257, -1.774], [-0.065, -0.608, 0.675], [2.989, -0.883, -0.774], [1.071, 1.063, -1.240], [-2.177, 0.335, -1.523], [-2.951, 1.204, -2.688], [0.611, 1.951, 1.201], [0.057, 0.889, 0.025], [-2.969, -0.280, -0.883], [3.980, -1.067, -1.415], [-2.202, 1.602, 0.368], [-2.049, 0.014, 1.849], [1.529, 1.473, 1.789], [2.706, -1.965, -0.356], [4.289, 0.453, 0.096], [-4.074, 1.329, -2.303], [0.442, 1.487, -2.162], [0.960, -1.022, 1.127], [3.608, -0.689, 1.172], [0.004, 1.611, 3.783], [-1.275, 2.432, -1.047], [-1.472, -0.451, -2.025], [-2.520, 2.286, -2.852], [-0.508, -0.340, 2.899], [2.449, 0.088, -2.751], [1.901, 1.900, -1.046], [1.063, 2.927, 0.683], [-0.461, -1.426, -0.097], [0.940, -2.113, -1.628]], "charge": -1, "total_energy_ha": -1333.9549, "homo_lumo_gap_ev": 6.6, "multiplicity": 1, "e_lumo_ev": 1.30}

---

{"formula": "C54H45N9O18", "method": "ωB97M-V/def2-TZVPD", "symbols": ["O", "O", "O", "O", "O", "O", "O", "O", "O", "O", "O", "O", "O", "O", "O", "O", "O", "O", "N", "N", "N", "N", "N", "N", "N", "N", "N", "C", "C", "C", "C", "C", "C", "C", "C", "C", "C", "C", "C", "C", "C", "C", "C", "C", "C", "C", "C", "C", "C", "C", "C", "C", "C", "C", "C", "C", "C", "C", "C", "C", "C", "C", "C", "C", "C", "C", "C", "C", "C", "C", "C", "C", "C", "C", "C", "C", "C", "C", "C", "C", "C", "H", "H", "H", "H", "H", "H", "H", "H", "H", "H", "H", "H", "H", "H", "H", "H", "H", "H", "H", "H", "H", "H", "H", "H", "H", "H", "H", "H", "H", "H", "H", "H", "H", "H", "H", "H", "H", "H", "H", "H", "H", "H", "H", "H", "H"], "coordinates": [[2.492, -21.504, -5.086], [-8.720, -7.690, -4.046], [-7.420, -14.468, -1.037], [-8.557, -19.789, -17.464], [-8.437, -6.697, -2.182], [4.642, -14.611, -3.368], [-11.411, -7.887, -20.926], [1.666, -22.069, -3.227], [-2.551, -16.192, -18.048], [-20.900, -9.988, -15.720], [-7.629, -11.575, -8.375], [-8.336, -19.983, -19.633], [-2.961, -17.329, -16.303], [-5.652, -11.997, -9.202], [-10.724, -9.721, -21.722], [5.929, -13.714, -4.972], [-5.781, -13.188, -0.837], [-20.176, -9.884, -13.660], [-6.450, -14.011, -0.369], [-8.643, -19.307, -18.595], [-11.580, -8.809, -21.730], [-8.434, -6.699, -3.427], [-6.797, -11.486, -9.280], [1.647, -21.414, -4.240], [-2.582, -17.232, -17.501], [4.821, -14.097, -4.489], [-20.049, -9.872, -14.859], [-7.326, -10.821, -12.835], [-16.978, -8.789, -16.752], [-1.524, -20.849, -17.896], [-16.336, -10.177, -14.928], [-7.339, -15.254, 1.699], [-14.683, -7.863, -23.592], [-8.521, -10.119, -12.947], [3.752, -12.790, -6.324], [0.662, -20.405, -4.510], [-6.408, -4.539, -5.841], [-4.851, -14.680, 3.099], [-7.783, -4.340, -3.400], [-14.895, -9.012, -24.316], [-5.092, -14.262, 1.828], [-12.892, -10.017, -23.447], [2.350, -13.672, -4.598], [-18.658, -9.694, -15.304], [-6.739, -11.283, -11.688], [-9.269, -17.961, -18.820], [-9.476, -17.071, -17.679], [-7.215, -3.196, -4.058], [-9.653, -17.593, -20.126], [-13.591, -7.849, -22.747], [-7.707, -5.558, -4.058], [1.375, -12.437, -6.376], [-1.425, -18.646, -5.086], [-15.959, -9.396, -16.028], [-13.881, -10.004, -24.355], [-10.050, -15.796, -17.871], [-6.970, -5.664, -5.262], [-0.750, -19.571, -19.749], [-0.273, -18.628, -5.854], [-17.691, -10.377, -14.619], [1.213, -13.158, -5.242], [-18.307, -8.837, -16.320], [-1.395, -18.382, -19.247], [-2.079, -19.706, -17.348], [3.608, -13.533, -5.237], [-10.036, -16.224, -20.262], [-12.703, -8.884, -22.670], [-7.141, -15.640, 2.990], [-0.359, -20.212, -3.593], [-5.927, -15.443, 3.727], [-6.325, -14.537, 1.062], [-7.346, -10.954, -10.498], [-1.473, -19.355, -3.887], [-0.801, -20.769, -19.091], [-8.511, -10.284, -10.598], [-10.255, -15.393, -19.139], [2.631, -12.174, -6.849], [-6.542, -3.317, -5.266], [-9.209, -9.887, -11.779], [0.728, -19.578, -5.668], [-2.011, -18.453, -18.077], [-10.080, -15.122, -17.028], [-10.138, -9.343, -11.694], [-6.787, -11.253, -13.665], [-10.673, -14.397, -19.136], [-2.590, -19.691, -16.397], [-2.252, -19.222, -3.150], [-8.031, -16.094, 3.399], [-2.208, -17.972, -5.402], [-5.765, -4.601, -6.706], [-19.124, -8.342, -16.824], [2.693, -11.496, -7.688], [-7.176, -2.206, -3.630], [-3.941, -14.416, 3.617], [-9.246, -17.417, -16.682], [-0.116, -19.491, -20.619], [-0.284, -18.081, -6.785], [-1.671, -21.815, -17.435], [-15.456, -7.109, -23.595], [-6.116, -2.481, -5.802], [0.577, -11.939, -6.906], [-0.349, -21.686, -19.441], [-9.486, -18.240, -20.974], [-9.940, -15.728, -21.217], [-12.192, -10.837, -23.507], [-15.766, -9.071, -24.951], [-5.932, -11.993, -11.795], [-8.294, -15.354, 1.205], [-8.903, -9.856, -9.687], [-15.614, -10.815, -14.442], [-8.266, -4.198, -2.445], [-14.926, -9.176, -16.250], [-6.835, -6.607, -5.772], [-8.958, -10.062, -13.933], [-14.134, -10.908, -24.888], [-13.360, -6.991, -22.133], [2.248, -14.367, -3.778], [1.497, -19.521, -6.424], [-1.170, -17.434, -19.713], [-4.284, -13.723, 1.354], [-0.239, -20.887, -2.759], [0.223, -13.242, -4.819], [-17.746, -11.029, -13.760], [4.696, -12.621, -6.820], [-5.990, -15.794, 4.746], [-16.732, -8.245, -17.652]], "total_energy_ha": -3930.8091, "homo_lumo_gap_ev": 8.9, "multiplicity": 1, "e_lumo_ev": -1.02}

---

{"formula": "C37H45N6O2PdSeSi", "method": "ωB97M-V/def2-TZVPD", "symbols": ["Pd", "Se", "Si", "O", "O", "N", "N", "N", "N", "N", "N", "C", "C", "C", "C", "C", "C", "C", "C", "C", "C", "C", "C", "C", "C", "C", "C", "C", "C", "C", "C", "C", "C", "C", "C", "C", "C", "C", "C", "C", "C", "C", "C", "C", "C", "C", "C", "C", "H", "H", "H", "H", "H", "H", "H", "H", "H", "H", "H", "H", "H", "H", "H", "H", "H", "H", "H", "H", "H", "H", "H", "H", "H", "H", "H", "H", "H", "H", "H", "H", "H", "H", "H", "H", "H", "H", "H", "H", "H", "H", "H", "H", "H"], "coordinates": [[-0.678, -1.485, 0.590], [6.497, -1.619, -4.235], [-4.139, 1.020, -1.809], [-0.974, -1.054, 2.621], [0.927, -0.104, 0.483], [-1.872, -3.114, 0.930], [0.740, -2.653, -0.396], [-1.465, 2.039, 4.984], [5.103, -0.818, -6.568], [4.585, 0.505, -4.879], [2.332, 2.523, 3.399], [1.930, -0.498, 1.221], [-1.185, -3.921, -1.364], [5.591, -1.458, 3.188], [-4.855, -0.765, 4.092], [0.068, 3.692, 3.816], [3.772, 0.082, 2.711], [1.915, -2.749, 0.124], [-4.472, -1.859, 3.248], [3.752, -2.021, 1.539], [0.315, -3.763, -1.263], [2.905, 1.901, -6.136], [2.757, 1.265, -8.500], [-3.854, 0.151, 4.489], [2.591, 0.440, 2.078], [1.632, 3.801, 3.730], [-3.275, 2.466, -2.761], [4.198, 0.108, -7.060], [5.342, -0.591, -5.258], [-2.192, -1.012, 3.064], [-0.400, 3.029, 5.088], [3.674, 0.200, -8.333], [-1.900, -4.167, -0.074], [-3.211, -1.978, 2.660], [-2.854, -0.060, -1.074], [4.630, 1.217, -3.605], [2.013, 1.755, 2.376], [3.791, 0.879, -5.973], [2.527, -1.755, 0.986], [-1.988, -0.784, -0.493], [-5.133, 1.886, -0.433], [-1.412, 0.877, 4.351], [2.381, 2.051, -7.447], [-6.302, -0.551, 4.506], [-2.516, 0.063, 3.961], [-5.295, 0.154, -2.994], [-2.814, -3.095, 1.828], [4.340, -1.139, 2.437], [5.590, -1.553, -7.070], [1.887, 4.579, 3.035], [1.154, 2.135, 1.807], [-5.470, 2.899, -0.766], [-0.317, 4.760, 3.755], [5.384, -1.462, 4.270], [-3.943, 3.073, -3.378], [2.691, 2.570, -5.248], [6.018, -2.433, 2.888], [2.578, -3.656, -0.039], [-6.423, 0.557, 4.581], [-4.765, -0.295, -3.814], [-0.466, 0.454, 3.937], [3.126, 2.411, 3.951], [-3.004, -4.467, -0.320], [-2.847, 3.037, -1.920], [4.178, 0.705, 3.507], [-5.977, 0.933, -3.362], [0.679, -3.536, -2.249], [5.211, 0.574, -2.900], [-6.072, 1.436, -0.230], [-5.899, -0.632, -2.482], [-6.488, -0.911, 5.515], [3.606, 1.488, -3.280], [-4.724, 1.927, 0.564], [4.112, -3.016, 1.380], [-3.398, -4.011, 1.860], [0.449, 2.549, 5.565], [-2.338, 2.378, 5.339], [-2.406, 2.139, -3.313], [-7.057, -0.971, 3.796], [-1.409, -4.773, -2.012], [5.131, 2.199, -3.636], [0.841, -4.655, -0.891], [-4.067, 1.012, 5.155], [1.618, 2.801, -7.590], [3.983, -0.441, -9.181], [-0.693, 3.797, 5.810], [1.953, 4.132, 4.760], [-5.208, -2.658, 3.180], [-0.265, 3.092, 2.962], [2.293, 1.518, -9.451], [-1.425, -5.068, 0.481], [6.338, -0.692, 3.035], [-1.680, -3.013, -1.845]], "charge": 3, "total_energy_ha": -4733.6518, "homo_lumo_gap_ev": [6.2, 5.0], "multiplicity": 5, "s_squared": 6.041, "e_lumo_ev": [-7.82, -9.69]}

---

Question: Which formula does entry 4 have?
Answer: C37H45N6O2PdSeSi

---

Question: What is the formula in the second record?
Answer: C11H21BF3INO3